[1]
DFT (the ωB97M-V functional and the def2-TZVPD basis) results for a 11-piece molecular cluster, C44H78O21 overall.

```
! RIJCOSX wB97M-V def2-TZVPD def2/J DEFGRID3
* xyz 0 1
C -0.57773 -1.31630 5.44569
C -0.00727 -1.91962 6.72679
C 1.53674 -1.85664 6.79063
O 1.77897 -1.21071 8.02435
C 0.60128 -0.89676 8.65878
O 0.61302 -0.32990 9.69367
O -0.44221 -1.23766 7.87813
H -0.35349 -1.95586 4.59206
H -0.13415 -0.35456 5.15737
H -1.62655 -1.02255 5.48404
H -0.24286 -2.98379 6.66732
H 1.95023 -1.26911 5.96524
H 2.04127 -2.81744 6.70222
C 0.76848 -0.12067 2.13076
C 0.57958 -0.40027 0.66056
C -0.43905 -1.48606 0.31309
O -1.23714 -0.86753 -0.69873
C -1.06444 0.45267 -0.69056
O -1.59843 1.21034 -1.44520
O -0.06042 0.79259 0.12513
H 0.97050 -1.08649 2.61018
H -0.17524 0.15853 2.60040
H 1.54796 0.61099 2.30431
H 1.51992 -0.55903 0.13153
H -0.97199 -1.82625 1.20121
H 0.09912 -2.34891 -0.07982
C -0.26466 5.40540 -1.89797
C -0.23984 4.89369 -0.47970
C 0.79322 3.78478 -0.25401
O 1.25801 4.06323 1.06220
C 0.97619 5.35152 1.38661
O 1.26766 5.92684 2.37800
O 0.30070 5.90722 0.35576
H 0.63858 5.95961 -2.14195
H -1.18053 5.91739 -2.18592
H -0.22832 4.52110 -2.54756
H -1.19812 4.55799 -0.07186
H 1.60316 3.73039 -0.99259
H 0.38289 2.77654 -0.30283
C 0.83862 -7.28742 1.60188
C 1.19627 -5.80569 1.74980
C 0.04886 -4.88623 2.17930
O 0.56991 -4.11811 3.24952
C 1.76526 -4.65228 3.63289
O 2.39963 -4.24350 4.55024
O 2.09053 -5.67172 2.83900
H 1.77362 -7.82412 1.75331
H 0.35268 -7.54658 0.66345
H 0.13164 -7.57592 2.38278
H 1.61164 -5.46494 0.79751
H -0.83799 -5.43890 2.48939
H -0.15994 -4.29191 1.28714
C 1.95304 -2.81852 -2.69334
C 0.64541 -2.81541 -3.46168
C 0.17159 -1.37979 -3.77869
O 0.21590 -1.43348 -5.24219
C 0.65169 -2.61910 -5.69169
O 0.82510 -2.90714 -6.83306
O 0.77018 -3.49009 -4.68453
H 2.23949 -3.85278 -2.47524
H 1.85630 -2.28395 -1.74613
H 2.84233 -2.44008 -3.20091
H -0.16571 -3.18927 -2.82810
H 0.93349 -0.67942 -3.43497
H -0.81831 -1.06415 -3.46344
C -3.54089 -2.31209 -2.77130
C -5.04800 -2.11956 -2.79937
C -5.43291 -3.13671 -3.85094
O -4.40514 -2.97765 -4.82939
C -3.27618 -2.25210 -4.30986
H -3.47997 -3.32484 -2.36429
H -3.09655 -1.52830 -2.16268
H -5.29308 -1.07989 -3.00845
H -5.51742 -2.38422 -1.84524
H -6.35918 -2.79681 -4.31717
H -5.40524 -4.16094 -3.47502
H -3.27435 -1.19027 -4.55943
H -2.30530 -2.72966 -4.42980
C -4.73775 0.14009 2.21641
C -4.33442 -1.21803 1.66865
C -3.33834 -1.68283 2.71073
O -2.53926 -0.49687 2.99156
C -3.38655 0.63685 2.81141
H -5.46001 0.07817 3.02705
H -5.17249 0.74358 1.42086
H -3.83960 -1.26180 0.69694
H -5.17480 -1.91643 1.64408
H -2.68187 -2.50451 2.42681
H -3.82319 -1.93336 3.65913
H -2.85348 1.39325 2.23445
H -3.65480 1.03419 3.79515
C -5.98004 2.77472 -2.89780
C -5.39829 1.50321 -2.25802
C -4.72380 2.12695 -1.08505
O -5.64601 3.06869 -0.57807
C -6.16242 3.79768 -1.69001
H -6.93043 2.53180 -3.37224
H -5.33246 3.22371 -3.65144
H -4.57057 1.08797 -2.83721
H -6.21669 0.85183 -1.96409
H -3.79409 2.67627 -1.30403
H -4.34575 1.47312 -0.29185
H -5.61513 4.73206 -1.80942
H -7.23212 3.99661 -1.67095
C 0.37304 3.25346 -5.63883
C 1.65427 3.87214 -5.04842
C 2.27912 2.75312 -4.23122
O 1.21470 1.85486 -3.94864
C -0.01321 2.22624 -4.58509
H 0.73035 2.74866 -6.53683
H -0.44885 3.92908 -5.86189
H 1.51167 4.79793 -4.49182
H 2.40260 4.04592 -5.82630
H 2.69159 3.05112 -3.26105
H 3.08762 2.24564 -4.76604
H -0.65021 2.54988 -3.75921
H -0.40444 1.31540 -5.04330
C 6.25546 0.79355 -1.10572
C 5.07796 1.50861 -0.46064
C 3.86141 0.79050 -1.07333
O 4.30790 0.42249 -2.35388
C 5.68938 0.15575 -2.36630
H 6.81612 0.03090 -0.56656
H 6.96687 1.58039 -1.36722
H 5.02178 2.55637 -0.75340
H 5.15948 1.43062 0.62415
H 2.89149 1.28797 -1.13948
H 3.61049 -0.10784 -0.47600
H 6.03913 0.60601 -3.30522
H 5.98428 -0.89066 -2.52056
C 3.96072 1.34419 3.42632
C 5.38502 0.92372 3.73291
C 6.09052 2.08710 4.37200
O 5.26360 3.20846 4.09218
C 4.18468 2.85212 3.21390
H 3.26967 1.36261 4.27004
H 3.62886 0.94703 2.47081
H 5.97532 0.62935 2.85295
H 5.49159 -0.03500 4.25466
H 7.10564 2.16654 3.97865
H 6.07680 1.97677 5.46085
H 4.37131 2.98024 2.14021
H 3.37861 3.51073 3.52767
*
```

The calculation puts the molar mass at 943.1 g/mol. The calculation puts the energy at -89886.874 eV.

=====

[2]
DFT (the ωB97M-V functional and the def2-TZVPD basis) results for a 4-piece molecular cluster, C44H79ClN5O4P overall.

```
! RIJCOSX wB97M-V def2-TZVPD def2/J DEFGRID3
* xyz 0 1
C 3.03252 2.35510 5.18097
C 1.83339 2.01589 4.24882
C 2.25122 1.04346 3.13939
Cl 2.70434 -0.58595 3.77913
C 1.27802 0.85323 1.97522
C -0.11830 0.83473 2.04848
N -0.81039 1.00614 3.30105
C -0.93843 0.61375 0.92182
P -2.74866 0.58453 1.23581
C -3.47516 2.28501 1.26424
C -3.66623 -0.56422 0.10242
C -0.29740 0.43012 -0.31764
C -1.06702 0.21966 -1.62319
C -1.21242 -1.26901 -2.02465
C -1.08835 -1.46962 -3.54570
O -0.15824 -2.04992 -1.44656
C -0.66930 -2.97666 -0.50083
C 0.43351 -3.80658 0.11430
C 0.41829 -4.04997 1.49295
C 1.41650 -4.76904 2.10134
C 2.47262 -5.28570 1.36503
C 2.49003 -5.05918 0.00732
C 1.48221 -4.34060 -0.60169
C 1.07860 0.43278 -0.40952
C 1.83315 0.64548 0.73473
C 3.29310 0.56348 0.32231
O 4.28890 0.67966 0.99873
N 3.29948 0.26964 -1.06581
C 4.12205 -0.88721 -1.47897
C 5.65533 -0.61544 -1.44715
C 6.36366 -1.30594 -0.25340
O 5.97445 0.76914 -1.41683
C 1.99199 0.21625 -1.59726
O 1.69195 0.00304 -2.75203
H 3.95227 2.44734 4.59508
H 3.10781 1.53871 5.90712
H 2.81535 3.25918 5.75974
H 1.33692 2.92291 3.88524
H 1.11487 1.49646 4.89450
H 3.16605 1.45301 2.70181
H -0.71259 1.98577 3.55163
H -0.36929 0.43855 4.01586
H -4.23876 2.38668 0.47992
H -4.02895 2.37350 2.20739
H -2.74150 3.09626 1.25833
H -3.80567 -0.16990 -0.91578
H -4.68384 -0.66695 0.49903
H -3.17290 -1.53636 0.10434
H -0.44801 0.67723 -2.40377
H -2.01212 0.77075 -1.61109
H -2.17347 -1.71110 -1.73937
H -1.13368 -2.55655 -3.71353
H -1.93111 -1.02773 -4.09182
H -0.11656 -1.13975 -3.92202
H -1.40923 -3.61229 -1.01670
H -1.14303 -2.40634 0.31654
H -0.38415 -3.67684 2.13004
H 1.40102 -4.92117 3.17873
H 3.26026 -5.84186 1.86625
H 3.33320 -5.46272 -0.54873
H 1.54037 -4.20085 -1.68057
H 3.85392 -1.74525 -0.84349
H 3.87341 -1.17322 -2.50654
H 6.14492 -1.02413 -2.34691
H 7.22039 -1.90554 -0.57310
H 6.73533 -0.56335 0.46221
H 5.62788 -1.90031 0.30039
H 5.43174 1.22934 -2.06825
C -2.40519 7.07101 1.83224
C -2.95807 6.57948 3.16255
N -2.12904 5.56481 3.78543
C -2.79008 4.86596 4.87976
C -3.17537 5.68622 6.11477
C -0.74168 5.92624 4.02482
C -0.45756 7.17317 4.86911
H -2.20767 6.23546 1.15841
H -3.13112 7.72721 1.34982
H -1.48337 7.64130 1.95727
H -3.94404 6.14797 2.96840
H -3.12250 7.44446 3.82257
H -2.16905 4.02196 5.19501
H -3.70149 4.40654 4.48262
H -2.30563 5.95107 6.71448
H -3.83218 5.09295 6.75506
H -3.71274 6.59847 5.85379
H -0.25435 6.06100 3.05424
H -0.22373 5.07118 4.46992
H -1.04956 8.03245 4.55092
H 0.59423 7.44969 4.76669
H -0.63857 7.00069 5.92873
C 4.46079 3.40688 -7.36278
C 4.18440 2.04890 -7.99223
N 4.81761 0.95223 -7.28569
C 4.83128 -0.29109 -8.03725
C 3.48511 -0.94280 -8.37126
C 4.49029 0.83276 -5.87447
C 3.01448 0.69853 -5.48311
H 5.53263 3.56791 -7.23681
H 4.07526 4.19874 -8.00718
H 3.97691 3.51345 -6.39056
H 4.57679 2.07412 -9.01284
H 3.09574 1.91222 -8.08183
H 5.45446 -1.01828 -7.50871
H 5.35755 -0.10322 -8.97937
H 3.02500 -1.39718 -7.49465
H 3.63882 -1.74304 -9.09928
H 2.78081 -0.23492 -8.80975
H 4.89513 1.70945 -5.35830
H 5.04732 -0.00864 -5.45149
H 2.38428 1.43771 -5.98181
H 2.90723 0.85401 -4.41301
H 2.62219 -0.29437 -5.69890
C -5.56680 -3.19463 2.96112
C -6.12647 -4.42762 2.27069
N -5.47195 -4.68908 1.00219
C -6.16864 -5.65869 0.17432
C -6.28998 -7.09241 0.70007
C -4.02664 -4.82138 1.05814
C -3.40283 -5.87020 1.96979
H -5.58415 -2.33105 2.29426
H -6.16504 -2.95150 3.84080
H -4.54088 -3.35019 3.29796
H -7.19130 -4.25862 2.08701
H -6.06619 -5.28259 2.96166
H -5.70108 -5.68283 -0.81434
H -7.17990 -5.27746 -0.00324
H -5.34114 -7.62557 0.64877
H -6.99940 -7.64800 0.08232
H -6.65641 -7.12636 1.72670
H -3.60606 -3.85116 1.34450
H -3.64866 -4.99587 0.04577
H -3.81256 -5.85087 2.98130
H -2.32983 -5.67359 2.03941
H -3.50571 -6.88253 1.58022
*
```

The calculation puts the molar mass at 808.6 g/mol. The calculation puts the energy at -84360.015 eV.

=====

[3]
DFT (the ωB97M-V functional and the def2-TZVPD basis) results for C44H80BMnO37 as an isolated structure.

```
! RIJCOSX wB97M-V def2-TZVPD def2/J DEFGRID3
* xyz 0 7
Mn 4.45204 1.73678 0.53202
O 2.16367 1.95074 0.58867
C 1.05243 1.51038 0.34438
O 0.68932 0.30645 0.50585
B -0.73605 0.03515 0.16094
O -1.17481 1.40061 -0.20159
C -0.15663 2.31129 -0.13278
O -0.17134 3.47665 -0.51986
O -1.54430 -0.49165 1.23639
C -2.38360 -1.41055 0.86589
O -3.34583 -1.91792 1.42690
C -1.92769 -1.68952 -0.61829
O -1.01964 -0.91209 -0.94238
O -2.40592 -2.54906 -1.31314
C -3.25707 -5.40597 -2.68904
C -3.06817 -4.88858 -4.06879
O -2.53023 -5.82033 -5.00860
C -1.29150 -5.72265 -5.47664
O -0.46428 -4.83966 -5.19714
O -1.12674 -6.74219 -6.31469
C -0.00253 -6.87903 -7.18772
H -3.82635 -4.68440 -2.10305
H -2.24772 -5.69492 -2.39608
H -3.77795 -6.36154 -2.62860
H -2.36905 -4.05375 -4.01972
H -3.97364 -4.44053 -4.47806
H -0.07556 -6.07362 -7.91853
H -0.00824 -7.86340 -7.65578
H 0.93961 -7.00638 -6.65458
C 5.69383 -1.85538 -2.86152
C 4.58084 -2.23633 -1.95376
O 3.37482 -1.57104 -2.41985
C 3.04576 -0.39271 -1.94938
O 3.76676 0.25577 -1.20870
O 1.76561 -0.13673 -2.31660
C 0.89888 -0.91576 -3.20523
H 5.64861 -2.40549 -3.80144
H 6.54493 -2.19374 -2.27056
H 5.94914 -0.82992 -3.12863
H 4.83232 -2.01251 -0.91705
H 4.61784 -3.32069 -1.84940
H 1.13753 -0.68909 -4.24435
H -0.11524 -0.59104 -2.97242
H 1.01687 -1.98786 -3.04788
C 2.51435 2.87974 7.31575
C 2.07723 3.28022 5.81792
O 1.00973 2.43986 5.36160
C 0.08317 2.81989 4.46060
O -0.07607 3.91411 3.97315
O -0.62779 1.76957 4.25621
C -1.86791 1.74676 3.55127
H 2.56282 1.80131 7.46656
H 1.96639 3.24531 8.18419
H 3.54965 3.14640 7.52825
H 2.89347 3.28315 5.09553
H 1.78450 4.32314 5.93925
H -1.80984 0.79848 3.01696
H -1.88360 2.55311 2.81803
H -2.80488 1.68217 4.10446
C 4.05384 -4.58602 1.26991
C 3.95834 -3.57882 2.44589
O 4.26640 -2.27283 1.96864
C 3.39324 -1.14083 2.25559
O 3.54719 -0.05934 1.68664
O 2.46253 -1.44099 3.27995
C 1.67321 -0.39228 3.77207
H 5.10144 -4.53746 0.97283
H 3.60180 -4.26146 0.33267
H 3.62993 -5.56777 1.48102
H 4.80937 -3.80566 3.08805
H 3.01246 -3.56406 2.98736
H 0.69717 -0.31217 3.29348
H 2.13396 0.56189 3.51640
H 1.59109 -0.31420 4.85616
C 1.31612 -6.36133 5.50786
C 0.17109 -6.41709 4.50967
O 0.56897 -5.53159 3.56041
C -0.07095 -5.42690 2.42745
O -0.97876 -6.13501 2.14727
O 0.47616 -4.41447 1.75880
C 0.33323 -4.26782 0.36323
H 1.27108 -7.31927 6.02596
H 1.17443 -5.63121 6.30469
H 2.33363 -6.32565 5.11862
H -0.81749 -6.32486 4.95944
H 0.21712 -7.44749 4.15720
H -0.66956 -4.33872 -0.05807
H 0.96753 -5.07273 -0.00807
H 0.76512 -3.30160 0.10247
C 6.62678 1.96283 -5.18686
C 5.83100 1.92011 -3.78610
O 5.13318 3.14504 -3.59581
C 4.28221 3.35280 -2.56681
O 4.39783 2.81283 -1.46331
O 3.46030 4.32616 -2.86539
C 2.30608 4.59370 -2.05713
H 7.05143 0.99518 -5.45413
H 7.47954 2.64168 -5.19600
H 6.07786 2.18295 -6.10246
H 6.51069 1.66901 -2.97180
H 5.12238 1.09344 -3.73517
H 1.36794 4.54018 -2.60953
H 2.40597 5.52845 -1.50543
H 2.26046 3.93618 -1.18898
C 5.70506 6.53619 -0.70058
C 5.63421 6.42849 0.82725
O 4.35003 6.22161 1.39598
C 3.67527 5.03393 1.37436
O 4.26073 3.99091 0.98248
O 2.31078 5.22864 1.61775
C 1.60238 6.37799 1.95630
H 6.64849 6.92957 -1.07911
H 4.96515 7.30119 -0.93595
H 5.25603 5.69178 -1.22350
H 5.97308 7.38796 1.21799
H 6.23559 5.72184 1.39915
H 1.45552 7.08296 1.13804
H 2.01943 6.82112 2.86063
H 0.55722 6.20470 2.21269
C -6.89893 0.49237 3.52301
C -5.88085 0.34885 2.35614
O -6.00567 1.36919 1.33764
C -5.37405 2.52613 1.52072
O -4.43513 2.63713 2.24429
O -5.84183 3.44337 0.66441
C -5.06258 4.59757 0.37881
H -7.90051 0.58304 3.10263
H -6.85174 1.28949 4.26495
H -6.94089 -0.45973 4.05203
H -6.16280 -0.58492 1.86963
H -4.86329 0.30327 2.74420
H -5.51086 5.40411 -0.20140
H -4.24696 4.26182 -0.26161
H -4.60963 4.97725 1.29466
C -1.25728 2.43664 -3.44675
C -2.35167 3.51804 -3.50646
O -2.54067 4.22791 -4.75648
C -1.52279 4.96235 -5.39351
O -0.34976 4.95041 -5.01802
O -2.00118 5.64936 -6.47551
C -1.07933 6.43659 -7.24732
H -0.31698 2.97254 -3.31736
H -1.35187 1.79015 -4.31922
H -1.61084 1.79372 -2.64067
H -2.17133 4.21054 -2.68427
H -3.27244 2.97290 -3.29882
H -1.52036 6.62353 -8.22643
H -0.14980 5.91860 -7.48349
H -0.83718 7.41052 -6.82198
O -7.69444 -2.16919 1.23623
C -7.09629 -3.24335 1.14758
O -7.30561 -4.32449 2.04435
C -8.57371 -4.42177 2.67147
C -8.70029 -3.55905 4.02091
C -5.76967 -3.40170 0.38018
H -8.74488 -5.48346 2.84931
H -9.34723 -4.08422 1.98166
H -8.16976 -2.64964 3.73874
H -8.13076 -3.98978 4.84446
H -9.73612 -3.40929 4.32539
H -5.92229 -4.14564 -0.40172
H -5.15920 -3.79291 1.19404
H -5.22481 -2.54091 -0.00747
*
```

The expectation value of S² is 12.01. The calculation puts the molar mass at 1266.8 g/mol. The calculation puts the energy at -154677.666 eV.